(1)
Density functional theory data (ωB97M-V/def2-TZVPD) for a single C4H6N2O3S molecule in a non-equilibrium geometry.

Results
energy relative to the best compared isomer or geometry (same formula, charge and spin): 0.0 kcal/mol
maximum force: 2.97 eV/A
charge: 0
energy: -889.40626 hartree
2S+1: 1
orbital gap: 10.26 eV

Geometry (Å):
S 2.994 -0.146 0.050
O 3.555 0.854 -0.869
O 2.714 0.309 1.403
O 3.278 -1.546 -0.053
N 0.024 -0.236 0.516
N 0.206 0.227 -1.523
C -2.416 -0.154 1.051
C -1.160 0.231 -1.281
C 0.910 -0.038 -0.446
C -1.273 -0.047 0.050
H -1.878 0.582 -1.999
H 0.287 -0.474 1.463
H -2.854 0.824 0.898
H -3.092 -1.088 0.989
H -1.877 -0.107 2.053
H 0.582 0.807 -2.302

=====

(2)
Density functional theory data (ωB97M-V/def2-TZVPD) for a single C4H6N2O3S molecule in a non-equilibrium geometry.

Results
energy relative to the best compared isomer or geometry (same formula, charge and spin): 55.4 kcal/mol
maximum force: 6.72 eV/A
charge: 0
energy: -889.31800 hartree
2S+1: 1
orbital gap: 9.14 eV

Geometry (Å):
S -1.255 -0.377 -0.547
O 2.656 0.189 0.074
O -1.272 0.877 -1.280
O -1.861 -1.525 -1.156
N 1.276 1.821 -0.937
N 2.539 -1.109 0.571
C 0.411 -0.677 -0.163
C -2.076 -0.080 1.061
C 1.305 -1.537 0.418
C 1.554 0.655 -0.399
H -2.926 -0.747 1.119
H -2.400 0.951 1.091
H 0.320 1.913 -1.277
H -1.375 -0.288 1.858
H 2.003 2.476 -1.174
H 1.098 -2.542 0.741

=====

(3)
Density functional theory data (ωB97M-V/def2-TZVPD) for 2 unconnected molecules or ions with the total composition C4H6N2O4 in a non-equilibrium geometry.

Results
energy relative to the best compared isomer or geometry (same formula, charge and spin): 236.5 kcal/mol
maximum force: 3.87 eV/A
charge: 0
energy: -566.16217 hartree
2S+1: 1
orbital gap: 8.76 eV

Geometry (Å):
O -0.576 0.099 3.407
O -0.330 1.981 0.300
O 0.445 -1.089 0.446
O 0.069 0.065 -2.923
N -0.628 1.276 1.273
N 0.428 -0.774 -0.761
C 0.751 0.994 -3.759
C -0.698 -1.373 3.445
C 0.282 -0.110 -1.682
C -0.387 0.639 2.230
H 0.199 -1.771 4.072
H 0.290 0.939 -4.805
H 1.749 0.625 -3.876
H 0.582 1.987 -3.518
H -1.693 -1.621 3.779
H -0.484 -1.867 2.373

=====

(4)
Density functional theory data (ωB97M-V/def2-TZVPD) for 2 unconnected molecules or ions with the total composition C4H6N2O8 in a non-equilibrium geometry.

Results
energy relative to the best compared isomer or geometry (same formula, charge and spin): 47.3 kcal/mol
maximum force: 4.64 eV/A
charge: 0
energy: -867.14597 hartree
2S+1: 1
orbital gap: 9.50 eV

Geometry (Å):
O -0.746 -0.697 -0.855
O -1.266 1.126 1.579
O 1.886 -0.237 1.673
O 0.746 1.883 1.100
O -1.460 -1.458 1.928
O 3.694 -0.563 0.493
O 1.775 -1.173 -0.285
O 0.284 0.351 -2.928
N -0.063 1.038 1.429
N 2.527 -0.693 0.481
C -0.781 1.049 -2.451
C 0.543 -0.272 1.707
C -1.280 0.319 -1.193
C -0.126 -1.403 1.961
H -1.788 1.088 -3.095
H 0.381 -2.293 2.054
H -1.845 -0.637 1.809
H 0.315 -0.371 -2.308
H -0.658 2.197 -2.344
H -2.140 0.745 -0.756

=====

(5)
Density functional theory data (ωB97M-V/def2-TZVPD) for a molecular structure, C4H6N2OS in a non-equilibrium geometry.

Results
energy relative to the best compared isomer or geometry (same formula, charge and spin): 109.6 kcal/mol
maximum force: 2.99 eV/A
charge: 0
energy: -738.83009 hartree
2S+1: 1
orbital gap: 9.37 eV

Geometry (Å):
S -2.102 1.479 1.160
O 0.146 2.068 -0.012
N -1.214 0.248 1.771
N -1.288 1.692 -0.272
C -0.057 0.737 -0.236
C 0.475 -1.480 1.053
C 0.461 0.208 -1.618
C -0.294 -0.143 0.976
H 0.129 0.921 -2.332
H -0.137 -2.344 0.564
H 0.811 -1.489 2.099
H 1.567 0.252 -1.657
H 1.354 -1.406 0.412
H 0.149 -0.742 -1.910

=====

(6)
Density functional theory data (ωB97M-V/def2-TZVPD) for a single C4H6N2OS molecule in a non-equilibrium geometry.

Results
energy relative to the best compared isomer or geometry (same formula, charge and spin): 131.5 kcal/mol
maximum force: 6.87 eV/A
charge: 0
energy: -738.79504 hartree
2S+1: 1
orbital gap: 7.74 eV

Geometry (Å):
S 2.351 -0.116 -1.015
O 0.398 2.042 0.484
N -0.836 0.038 0.131
N -0.289 -0.866 0.884
C -0.451 1.382 -0.185
C 0.973 -0.779 1.112
C -1.649 -0.565 -0.930
C 2.042 0.128 0.676
H -2.473 -1.296 -0.282
H -1.004 -1.276 -1.715
H 2.810 0.540 1.434
H -1.084 1.896 -1.066
H -2.046 0.186 -1.601
H 1.258 -1.314 2.073

=====

(7)
Density functional theory data (ωB97M-V/def2-TZVPD) for a single C4H6N2OS molecule in a non-equilibrium geometry.

Results
energy relative to the best compared isomer or geometry (same formula, charge and spin): 144.9 kcal/mol
maximum force: 7.33 eV/A
charge: 0
energy: -738.77375 hartree
2S+1: 1
orbital gap (spin up / spin down): 7.18 / 7.18 eV

Geometry (Å):
S -0.280 0.914 -0.860
O 0.495 1.887 -1.579
N -2.005 0.698 -1.592
N -0.421 1.331 0.678
C 0.921 -1.154 0.265
C 0.628 -0.591 1.491
C -0.118 0.621 1.651
C 0.434 -0.714 -1.053
H 0.846 -1.189 2.427
H 1.641 -1.996 0.232
H -0.242 0.882 2.647
H 1.121 -0.913 -1.908
H -2.419 1.542 -1.237
H -0.600 -1.317 -1.162

=====

(8)
Density functional theory data (ωB97M-V/def2-TZVPD) for a single C4H6N2S molecule in a non-equilibrium geometry.

Results
energy relative to the best compared isomer or geometry (same formula, charge and spin): 61.2 kcal/mol
maximum force: 2.61 eV/A
charge: 0
energy: -663.63095 hartree
2S+1: 1
orbital gap: 8.36 eV

Geometry (Å):
S -0.448 -2.122 0.551
N -0.575 0.172 -1.901
N 0.049 0.191 -0.685
C 0.203 -0.607 0.387
C 0.913 1.291 1.805
C 0.991 0.020 1.450
C -1.408 -0.774 -2.218
H -1.781 -1.525 -1.523
H 0.622 1.060 -0.634
H 1.591 -0.661 2.043
H 1.332 1.616 2.749
H -1.715 -0.604 -3.249
H 0.224 1.943 1.224